# 1
C17H11NO5RhS as an isolated structure in a non-equilibrium geometry. Source: OMol25; level of theory: ωB97M-V/def2-TZVPD.

Summary:
Spin multiplicity   5
Charge   +3
Molar mass   444.2 g mol⁻¹
Gap between HOMO and LUMO (alpha / beta)   5.3 / 4.8 eV

Last column: Löwdin spin population.
Element x y z (Å)
C -1.1655 -0.8870 4.2318  0.041
C -2.6239 0.2565 5.8519  0.222
C 1.9678 -0.2080 -0.0526  0.139
O 3.0916 0.0355 0.0965  0.072
C 0.0700 3.5233 -0.4822  0.013
H -2.8649 1.1202 6.4775  0.006
C -3.2178 -1.9584 5.0240  0.221
Rh 0.0917 -0.5970 -0.2892  1.051
S 0.2186 -1.0769 3.1161  0.116
O -2.9158 -0.0027 0.1497  0.067
C 0.0394 -2.3544 -0.2992  0.101
C 2.0830 -1.2734 5.0581  0.107
O 0.0171 4.5214 0.1724  0.001
H -0.8370 0.6142 2.1064  0.012
O 0.0047 -0.2541 -3.3181  0.032
H 4.2641 0.8946 6.5336  0.008
H 3.5296 2.3091 4.6053  0.004
N -0.0799 -0.0498 1.8663  0.250
O -0.0132 -3.4246 0.0291  0.027
H 1.8820 1.3117 2.8753  -0.001
C -2.0557 -1.9725 4.2523  0.264
C -1.4375 0.2226 5.0871  0.291
C -1.7927 -0.1883 -0.0890  0.136
H -3.8919 -2.8042 5.0207  0.006
C -3.5208 -0.8327 5.7951  0.009
H -1.7670 -2.8015 3.6130  0.009
H -4.4822 -0.7929 6.3633  -0.003
H 3.4614 -1.4582 6.7138  -0.001
C 2.1838 0.8122 3.7929  0.008
C 3.5500 0.5000 5.7796  0.257
H 1.6701 -2.2792 5.1062  0.002
C 1.5576 -0.4319 4.0487  0.238
C 0.0909 -0.3505 -2.1798  0.112
H -0.6988 1.0274 5.1166  0.010
C 3.1269 1.3096 4.7034  0.143
C 3.0763 -0.8115 5.9251  0.031

Forces on the atoms, in the same order (eV/Å):
C -0.77 -0.06 1.35
C -1.82 -0.88 0.52
C 6.11 1.01 1.19
O -3.80 -0.86 -0.71
C -0.33 6.07 4.07
H 0.17 -0.20 -0.21
C -1.60 0.86 1.41
Rh 0.08 4.32 -0.82
S -0.89 1.96 -1.21
O 4.05 -0.74 -1.12
C -0.05 -3.97 0.74
C 0.85 -0.37 1.16
O 0.33 -6.15 -4.06
H 0.51 -0.22 0.08
O 0.29 -0.34 3.15
H -0.45 -0.25 -0.71
H -0.02 0.03 -0.15
N -0.11 -0.61 2.56
O -0.06 -1.36 -0.19
H 0.08 0.43 0.36
C 2.49 0.50 -1.47
C 1.98 -0.84 -1.75
C -6.37 0.96 1.32
H -0.04 -0.09 -0.07
C -0.51 0.40 0.50
H -0.47 -0.32 0.19
H 1.03 -0.05 -0.48
H -0.11 0.18 -0.21
C 0.08 0.07 -0.04
C 0.62 -0.20 1.20
H 0.30 0.00 0.39
C 1.20 1.15 0.78
C -0.25 0.72 -5.98
H -0.36 -0.01 0.20
C -1.13 -0.16 -1.51
C -1.05 -0.98 -0.48



# 2
C17H12BaClN2O3S3 as an isolated structure in a non-equilibrium geometry. Source: OMol25; level of theory: ωB97M-V/def2-TZVPD.

Summary:
Charge   -1
Relative energy (zero: lowest compared OMol25 entry of this formula, charge and spin)   125.31 kJ/mol
Molar mass   561.3 g mol⁻¹
Gap between HOMO and LUMO   5.4 eV

Last column: Mulliken charge in e.
Element x y z (Å)
C 1.1769 -4.2703 -2.1765  -0.394
H 5.6617 -1.0651 0.6383  0.397
C 0.0761 -0.6134 3.3627  -0.589
C -4.6015 3.2243 -0.5205  0.603
C 1.1880 -4.3551 -0.7892  -0.607
S -1.2559 1.3779 -1.8079  -0.640
C -6.0128 3.0149 -0.8075  -0.040
H 3.0162 -1.4414 -2.5767  0.423
C 1.8542 -3.3966 -0.0390  -0.384
H 0.6463 -5.1464 -0.2871  0.380
O 3.3134 0.1426 -0.4759  -0.830
C -3.6685 2.4111 -1.1341  -0.737
C -2.8036 4.3537 0.5786  -0.678
H -4.0122 1.6408 -1.8123  0.448
N -5.8146 5.8139 1.5864  -0.569
H 1.7957 -3.1514 -3.9010  0.367
C 5.0189 -1.7444 0.0782  -1.048
C -4.1609 4.2172 0.3561  0.576
Ba 1.2753 1.2201 -0.1318  1.534
H 0.6323 -5.0045 -2.7563  0.387
C -2.2833 2.5213 -0.9247  0.143
Cl 0.6003 -2.2715 3.9123  -0.232
C 0.9010 -0.2229 2.1614  0.940
H -2.4634 5.1250 1.2577  0.453
C -5.0848 5.1101 1.0419  -0.038
C -1.8308 3.5383 -0.0279  0.114
S 3.3585 -1.1906 0.3074  0.707
N -7.1255 2.8324 -1.0382  -0.571
O 1.7902 0.6542 2.2829  -0.796
H 0.2469 0.0640 4.1896  0.347
H 1.8138 -3.4044 1.0442  0.300
C 1.8327 -3.2284 -2.8223  -0.620
H 5.1013 -2.7570 0.4777  0.371
H 5.2507 -1.7216 -0.9871  0.307
C 2.5274 -2.3844 -0.7058  0.648
O 0.6325 -0.7920 1.0568  -0.876
S -0.1382 3.8504 0.3724  -0.636
C 2.5212 -2.2716 -2.0883  -0.450
H -0.9753 -0.6792 3.1058  0.290

Forces on the atoms, in the same order (eV/Å):
C 0.04 0.07 0.09
H -0.01 -0.04 -0.07
C 0.08 -0.43 0.37
C -0.88 -0.20 -0.25
C -0.02 0.00 -0.02
S -0.35 0.35 0.15
C 0.65 0.17 0.23
H 0.01 0.01 0.04
C -0.06 -0.07 -0.16
H 0.01 0.01 -0.02
O 2.15 -2.34 0.21
C 0.30 -0.20 -0.16
C 0.40 -0.01 0.03
H 0.00 0.02 0.01
N 0.03 0.02 0.02
H 0.00 0.00 0.00
C 0.47 -0.20 -0.18
C -0.45 0.62 0.47
Ba -2.22 3.19 -1.57
H 0.01 0.01 0.01
C 0.08 -0.11 -0.08
Cl -0.16 0.44 -0.16
C 0.35 -0.35 -0.15
H 0.02 -0.03 -0.02
C 0.37 -0.53 -0.42
C 0.17 -0.09 -0.06
S -0.08 0.95 -0.27
N 0.01 0.00 -0.02
O -0.28 -0.44 0.76
H 0.02 0.00 0.05
H 0.00 0.01 -0.04
C 0.02 0.04 -0.01
H 0.02 0.06 -0.04
H 0.09 -0.02 0.07
C 0.04 -0.04 0.03
O -0.23 -0.78 1.11
S -0.49 0.17 0.00
C -0.11 -0.19 0.03
H -0.02 -0.05 -0.02



# 3
C17H12BrN4O2V as an isolated structure in a non-equilibrium geometry. Source: OMol25; level of theory: ωB97M-V/def2-TZVPD.

Summary:
Spin multiplicity   2
Charge   +1
Molar mass   435.2 g mol⁻¹
Gap between HOMO and LUMO (alpha / beta)   7.1 / 6.6 eV

Last column: Löwdin spin population.
Element x y z (Å)
C 1.0958 1.4503 -4.2704  -0.001
C -0.1799 0.1291 -2.7566  0.005
C 1.7868 2.4942 1.8273  -0.004
C 2.5705 -0.0830 1.4100  0.017
C -3.6583 -1.9032 1.4435  -0.002
H 2.5099 1.1567 -1.2104  0.000
C -0.5550 1.8373 1.1037  0.000
C 0.9258 1.5404 1.3150  0.019
Br -1.3218 0.3783 -5.3252  0.000
C -1.3307 -3.2135 0.9229  0.009
H 1.2393 1.9021 -5.2425  0.000
H -0.3860 -3.7006 0.7119  0.000
C 2.0243 1.6344 -3.2518  0.000
H 2.9089 2.2335 -3.4127  0.000
N 1.3169 0.2710 1.0761  0.001
O -3.3946 0.9538 1.3886  0.003
C -2.5114 -1.2338 1.0738  0.009
N -1.1868 0.6812 0.6445  -0.008
H -1.0721 -0.4512 -2.5299  0.001
N -1.3472 -1.8747 0.8181  -0.003
C -0.0223 0.6793 -4.0190  0.000
H 2.8486 -1.1135 1.2223  0.000
C -2.4387 -3.9518 1.2852  -0.003
C 3.0800 2.1259 2.1464  0.020
H 3.7726 2.8492 2.5549  0.001
N 0.7187 0.3005 -1.7770  0.013
H -4.5104 -3.8316 1.8407  0.001
H -2.3683 -5.0272 1.3587  0.000
C 1.8103 1.0445 -2.0280  0.004
C 3.4728 0.8059 1.9525  -0.004
O -1.0302 2.8990 1.3925  0.001
H 1.4081 3.4945 1.9877  -0.001
H -4.5484 -1.3242 1.6483  0.000
C -3.6249 -3.2834 1.5484  0.011
H 4.4676 0.4706 2.2081  -0.001
V -0.0124 -0.6307 -0.1012  0.909
C -2.4574 0.2907 1.0436  0.001

Forces on the atoms, in the same order (eV/Å):
C 0.12 0.07 0.00
C 0.10 0.08 -0.10
C -0.16 0.11 0.00
C -0.16 -0.03 -0.06
C -0.14 0.11 -0.04
H 0.00 0.01 0.00
C -0.19 -0.27 0.03
C -0.06 -0.11 0.01
Br -0.10 -0.02 -0.10
C 0.09 0.08 0.00
H 0.01 0.00 0.00
H 0.00 0.01 -0.01
C -0.01 0.03 -0.10
H 0.00 0.00 -0.01
N 1.09 0.75 0.56
O -0.04 0.07 0.02
C 0.25 0.02 0.11
N -0.26 0.35 0.47
H 0.01 0.00 0.02
N -0.95 -0.71 0.22
C 0.01 -0.05 0.15
H 0.00 0.01 -0.02
C -0.03 0.00 0.01
C 0.07 -0.06 0.01
H 0.00 0.00 0.00
N 0.24 0.30 -0.85
H 0.00 0.00 -0.01
H 0.00 0.00 0.00
C -0.07 -0.12 0.16
C 0.04 0.07 0.03
O 0.03 0.11 -0.03
H 0.00 0.00 -0.01
H 0.00 0.00 -0.01
C -0.01 -0.04 0.02
H 0.00 0.00 0.00
V 0.00 -0.74 -0.45
C 0.12 -0.04 -0.05



# 4
C17H12Cl2MgN4O6 as an isolated structure. Source: OMol25; level of theory: ωB97M-V/def2-TZVPD.

Summary:
Charge   0
Relative energy (zero: lowest compared OMol25 entry of this formula, charge and spin)   2.59 kJ/mol
Molar mass   463.5 g mol⁻¹
Gap between HOMO and LUMO   6.7 eV

Last column: Mulliken charge in e.
Element x y z (Å)
O -3.2237 8.1961 -1.9743  -0.606
H -3.7733 2.5814 -1.7932  0.477
C -3.9004 4.7199 -1.9615  -0.580
H -0.8077 -5.2855 -2.7770  0.416
O 1.6364 -0.3919 -1.0174  -0.896
O -0.6044 -0.0497 1.5433  -0.658
H -2.7621 0.8119 0.7004  0.181
Cl 1.7536 -5.7148 -3.5281  -0.268
H -0.2279 4.7005 -0.7345  0.495
Cl 4.3439 -1.2560 -2.0022  -0.222
C -1.8784 5.9280 -1.3628  -0.522
N -2.7693 0.6085 1.6973  -0.334
C 2.8548 -3.4047 -2.6822  -0.614
O -1.9074 1.1437 -0.9978  -0.951
C 0.4903 -3.6356 -2.2783  0.024
N -0.6133 -1.7848 -1.1713  -0.743
C 2.8565 -2.1328 -2.0881  0.236
H 3.7813 -3.8048 -3.0707  0.445
C -3.1907 5.8953 -1.7980  0.110
N -1.5000 0.1917 3.5877  -0.405
Mg -0.1003 0.1689 -0.3865  0.812
C -3.2627 3.5261 -1.6690  -0.375
H -2.6210 -1.9240 -0.8289  0.456
H -3.4867 1.0286 2.2612  0.238
H -0.6483 -0.1676 3.9799  0.250
O -5.0246 7.1256 -2.4665  -0.608
C -1.2591 2.2387 -0.9045  1.338
N -3.8669 7.1759 -2.1053  1.003
O -0.0592 2.2404 -0.5399  -0.784
C -1.2538 4.7263 -1.0737  -0.371
H -4.9206 4.7523 -2.3121  0.477
C 0.5094 -2.3578 -1.6820  0.544
C 1.7112 -4.1419 -2.7800  0.645
H -1.3709 6.8749 -1.2594  0.481
C -0.7512 -4.3037 -2.3268  -0.696
C -1.9460 3.5298 -1.2231  -0.028
C 1.7038 -1.5557 -1.5710  0.625
H -2.2910 0.3386 4.1859  0.170
C -1.5894 0.2464 2.2427  0.713
H -2.8292 -4.1995 -1.8429  0.395
C -1.8680 -3.7069 -1.8116  -0.861
C -1.7536 -2.4302 -1.2378  -0.007

Forces on the atoms, in the same order (eV/Å):
O 0.00 0.00 0.00
H 0.00 0.00 0.00
C 0.02 -0.02 0.01
H 0.02 0.00 0.00
O 0.10 0.00 0.00
O 0.00 -0.03 0.04
H 0.02 -0.01 0.01
Cl 0.01 0.03 0.02
H 0.00 -0.01 0.00
Cl 0.03 0.02 0.00
C 0.01 -0.03 0.00
N -0.02 0.06 0.01
C 0.02 -0.05 -0.03
O 0.02 0.08 0.05
C -0.01 0.00 0.01
N -0.06 0.02 -0.02
C -0.07 0.00 0.01
H 0.02 0.03 0.01
C -0.03 0.05 -0.01
N 0.00 -0.01 0.00
Mg -0.02 0.06 -0.01
C -0.01 0.00 -0.01
H -0.01 -0.01 0.00
H 0.00 -0.03 0.02
H 0.01 0.02 0.00
O 0.00 0.01 0.00
C 0.03 -0.10 0.00
N 0.02 -0.04 0.02
O -0.12 0.05 -0.02
C -0.02 0.03 -0.01
H 0.00 0.01 0.00
C 0.00 -0.01 0.00
C -0.03 -0.05 -0.02
H 0.00 0.00 0.00
C 0.02 -0.02 -0.01
C 0.03 -0.01 -0.01
C 0.06 -0.04 0.03
H -0.01 -0.03 0.00
C 0.01 0.02 -0.10
H -0.01 0.01 0.01
C 0.00 0.05 0.02
C -0.03 -0.02 -0.01